--- P ---
Below is a 2-piece molecular cluster, C4H10N2OS overall, with properties calculated with ωB97M-V/def2-TZVPD.

```
18
Properties=species:S:1:pos:R:3:lowdin_charge:R:1
O -0.293 0.188 -2.229 0.03
C 0.125 0.649 -1.150 -0.29
C 0.189 -0.146 0.139 -0.46
C 1.291 0.420 1.011 -0.62
S 2.806 0.295 0.033 0.64
N -1.139 -0.096 0.806 -0.03
C -2.208 -0.815 0.113 -0.34
N -3.316 -0.881 1.027 -0.01
H 0.303 1.757 -1.057 0.10
H 0.451 -1.176 -0.081 0.13
H 1.411 -0.155 1.975 0.09
H 1.050 1.506 1.325 0.11
H 2.252 1.986 -1.015 0.16
H -1.094 -0.488 1.745 0.11
H -2.414 -0.273 -0.850 0.12
H -1.926 -1.861 -0.178 0.13
H -3.655 0.056 1.247 0.07
H -4.128 -1.395 0.671 0.08
```

Summary:
**HOMO level**: -9.286 eV
**Gap between HOMO and LUMO**: 7.8673 eV
**E_LUMO**: -1.419 eV


--- Q ---
Below is a 2-piece molecular cluster, C4H10N2OS overall, with properties calculated with ωB97M-V/def2-TZVPD.

```
18
Properties=species:S:1:pos:R:3:lowdin_charge:R:1
N 0.224 -2.075 -4.165 -0.03
C 0.110 0.577 0.421 -0.02
C 0.961 0.836 -0.769 -0.64
S -0.038 0.947 -2.332 0.50
C 0.653 -0.149 1.495 -0.36
N -0.412 -0.262 2.652 0.01
C -1.417 0.803 2.847 -0.08
O 1.725 -0.795 1.653 0.05
H 0.984 -1.388 -3.972 -0.01
H -0.581 -1.831 -3.550 -0.01
H -0.074 -2.060 -5.142 0.00
H -0.868 0.988 0.368 0.07
H 1.473 1.774 -0.572 0.10
H 1.924 0.222 -0.808 0.13
H 0.095 -0.713 3.367 0.09
H -1.649 0.921 1.808 0.04
H -0.994 1.751 3.161 0.08
H -2.115 0.453 3.539 0.07
```

Summary:
**HOMO level**: -8.485 eV
**Gap between HOMO and LUMO**: 5.0161 eV
**E_LUMO**: -3.468 eV


Most stable: P


--- P ---
Below is a single C4H10N2OS molecule, with properties calculated with ωB97M-V/def2-TZVPD.

```
18
Properties=species:S:1:pos:R:3:lowdin_charge:R:1
C 1.571 -1.811 -0.005 -0.06
N 1.349 -0.743 -0.999 0.04
C 0.596 0.359 -0.811 -0.49
O 0.622 1.339 -1.524 0.06
C -0.382 0.346 0.398 -0.42
N 0.225 0.903 1.611 0.04
C -1.756 0.944 0.113 -0.53
S -2.767 -0.189 -0.862 0.73
H 1.365 -1.447 1.005 0.07
H 2.603 -2.123 -0.028 0.08
H 0.826 -2.588 -0.143 0.08
H 1.981 -0.805 -1.763 0.13
H -0.577 -0.674 0.764 0.11
H 1.228 0.795 1.591 0.07
H 0.103 1.890 1.840 0.08
H -2.215 1.291 1.033 0.07
H -1.546 1.871 -0.430 0.08
H -3.228 0.643 -1.789 -0.15
```

Summary:
**HOMO level**: -9.157 eV
**Gap between HOMO and LUMO**: 9.9646 eV
**E_LUMO**: 0.808 eV


--- Q ---
Below is C4H10N2OS as an isolated structure, with properties calculated with ωB97M-V/def2-TZVPD.

```
18
Properties=species:S:1:pos:R:3:lowdin_charge:R:1
O 3.625 -0.152 -0.930 0.04
C 3.152 -0.064 0.371 -0.30
N 1.955 -0.161 0.776 0.08
C 0.816 0.219 -0.090 -0.38
C 0.702 -0.625 -1.362 -0.05
S -3.770 -0.203 0.072 0.16
C -0.434 0.086 0.793 -0.27
N -1.432 1.127 0.594 0.01
H 3.829 -0.029 1.225 0.13
H 2.905 0.566 -0.836 0.10
H 0.817 1.306 -0.245 0.15
H 0.882 -1.661 -1.075 0.09
H 1.397 -0.395 -2.166 0.07
H -0.311 -0.550 -1.761 0.08
H 0.002 0.086 1.800 0.11
H -0.898 -0.900 0.924 0.11
H -1.810 1.219 -0.364 0.03
H -2.349 0.770 0.930 -0.15
```

Summary:
**HOMO level**: -9.673 eV
**Gap between HOMO and LUMO**: 6.4507 eV
**E_LUMO**: -3.223 eV


Most stable: P


--- P ---
Below is a single C3H4OS molecule, with properties calculated with ωB97M-V/def2-TZVPD.

```
9
Properties=species:S:1:pos:R:3:lowdin_charge:R:1
C -0.222 -2.307 0.082 0.10
C 0.295 -1.189 -0.032 -0.33
C -0.373 1.328 -0.161 -0.27
O 2.015 0.539 0.689 -0.51
S 1.067 0.308 -0.412 0.82
H -0.571 -3.297 0.224 0.02
H -0.062 2.268 -0.332 -0.01
H -0.823 1.092 0.791 0.06
H -1.327 1.257 -0.850 0.12
```

Summary:
**HOMO level**: -9.449 eV
**Gap between HOMO and LUMO**: 10.0660 eV
**E_LUMO**: 0.617 eV


--- Q ---
Below is a single C3H4OS molecule, with properties calculated with ωB97M-V/def2-TZVPD.

```
9
Properties=species:S:1:pos:R:3:lowdin_charge:R:1
O -0.596 1.413 1.642 0.07
C -0.019 1.121 0.611 -0.26
C 0.384 -0.294 0.272 -0.26
C -0.318 -0.712 -0.929 -0.79
S -0.956 -2.077 -1.165 0.79
H 0.505 1.851 -0.086 0.14
H 1.449 -0.481 0.245 0.13
H -0.016 -0.964 1.056 0.11
H -0.432 0.143 -1.646 0.08
```

Summary:
**HOMO level**: -9.001 eV
**Gap between HOMO and LUMO**: 8.6289 eV
**E_LUMO**: -0.372 eV


Most stable: Q


--- P ---
Below is C3H4OS as an isolated structure, with properties calculated with ωB97M-V/def2-TZVPD.

```
9
Properties=species:S:1:pos:R:3:lowdin_charge:R:1
C 2.870 2.683 0.425 0.03
C 2.723 1.528 0.067 -0.52
C 0.649 -2.334 1.047 -0.14
O 1.088 -1.208 0.259 -0.46
S 2.651 -0.109 -0.712 0.82
H 3.369 3.554 0.692 0.01
H 0.793 -1.921 2.043 0.07
H 0.994 -3.400 0.968 0.09
H -0.361 -2.058 0.690 0.11
```

Summary:
**HOMO level (alpha / beta)**: -9.103 / -9.099 eV
**Gap between HOMO and LUMO (alpha / beta)**: 7.5774 / 7.3063 eV
**E_LUMO (alpha / beta)**: -1.526 / -1.792 eV


--- Q ---
Below is a single C3H4OS molecule, with properties calculated with ωB97M-V/def2-TZVPD.

```
9
Properties=species:S:1:pos:R:3:lowdin_charge:R:1
C -1.075 -0.457 0.408 -0.03
C 0.268 0.182 0.195 -0.69
O 0.849 1.402 0.472 -0.03
C 1.176 0.746 -0.762 -0.45
S 1.833 -0.860 -0.101 0.82
H -1.136 -0.905 1.466 0.12
H -0.955 -1.291 -0.197 0.05
H -1.893 0.204 0.381 0.07
H 0.935 0.980 -1.861 0.15
```

Summary:
**HOMO level**: -8.791 eV
**Gap between HOMO and LUMO**: 9.4851 eV
**E_LUMO**: 0.694 eV


Most stable: Q


--- P ---
Below is a 2-piece molecular cluster, C3H4OS overall, with properties calculated with ωB97M-V/def2-TZVPD.

```
9
Properties=species:S:1:pos:R:3:lowdin_charge:R:1
C -1.223 -1.439 0.996 -0.64
C 0.718 -0.147 -0.955 -0.17
C 0.589 1.184 -0.398 -0.04
O 1.155 -0.753 -1.882 0.14
S -2.604 -2.282 1.092 0.51
H -0.658 -0.826 1.751 -0.06
H 1.642 1.517 -0.181 0.12
H 0.236 0.982 0.675 0.10
H 0.145 1.763 -1.097 0.06
```

Summary:
**HOMO level (alpha / beta)**: -6.473 / -6.474 eV
**Gap between HOMO and LUMO (alpha / beta)**: 5.5533 / 5.5555 eV
**E_LUMO (alpha / beta)**: -0.920 / -0.918 eV


--- Q ---
Below is a single C3H4OS molecule, with properties calculated with ωB97M-V/def2-TZVPD.

```
9
Properties=species:S:1:pos:R:3:lowdin_charge:R:1
C 0.887 -0.019 0.027 -0.53
C -0.097 -1.149 0.023 -0.42
C -0.032 1.113 0.067 -0.48
H -0.331 -1.544 1.082 0.11
H -0.105 -1.976 -0.668 0.09
H 0.029 1.899 -0.841 0.14
H 0.131 1.865 0.892 0.12
O 2.127 -0.045 -0.053 0.08
S -1.331 0.028 -0.046 0.89
```

Summary:
**HOMO level**: -8.833 eV
**Gap between HOMO and LUMO**: 9.1786 eV
**E_LUMO**: 0.345 eV


--- R ---
Below is a 2-piece molecular cluster, C3H4OS overall, with properties calculated with ωB97M-V/def2-TZVPD.

```
9
Properties=species:S:1:pos:R:3:lowdin_charge:R:1
C 0.418 1.226 0.114 -0.49
C -1.449 -0.316 0.112 -0.28
C -0.422 -1.263 0.152 -0.35
H 0.182 1.366 1.535 0.17
H 0.894 2.261 -0.443 0.16
H -2.425 -0.277 -0.371 0.14
H -0.699 -2.340 -0.126 0.09
O -0.990 0.863 -0.205 -0.27
S 1.168 -0.362 -0.076 0.82
```

Summary:
**HOMO level**: -7.863 eV
**Gap between HOMO and LUMO**: 8.6410 eV
**E_LUMO**: 0.778 eV


--- S ---
Below is a single C3H4OS molecule, with properties calculated with ωB97M-V/def2-TZVPD.

```
9
Properties=species:S:1:pos:R:3:lowdin_charge:R:1
C -0.448 1.722 -0.056 -0.09
C 0.049 0.289 -0.093 -0.71
S 1.598 -0.362 0.051 0.74
C -0.873 -0.895 -0.179 -0.33
O -2.030 -0.664 0.151 0.05
H -0.977 2.037 -0.883 0.04
H -0.947 1.932 1.006 0.14
H 0.626 2.264 0.096 0.11
H -0.412 -1.816 -0.282 0.05
```

Summary:
**HOMO level**: -9.335 eV
**Gap between HOMO and LUMO**: 7.9634 eV
**E_LUMO**: -1.371 eV


Most stable: Q


--- P ---
Below is C2H3N3S2 as an isolated structure, with properties calculated with ωB97M-V/def2-TZVPD.

```
10
Properties=species:S:1:pos:R:3:lowdin_charge:R:1
C -0.297 -1.741 -0.717 -0.15
C 0.555 -0.952 0.077 -0.25
N -1.034 -0.880 -1.449 -0.07
N -0.820 0.319 -1.435 0.15
N 0.555 0.308 -0.190 -0.50
S -0.361 2.809 0.853 0.35
S 1.373 1.639 0.498 0.50
H -0.671 -2.674 -0.541 0.06
H 1.368 -1.431 0.808 0.16
H -0.668 2.604 2.095 -0.24
```

Summary:
**HOMO level**: -8.791 eV
**Gap between HOMO and LUMO**: 8.6886 eV
**E_LUMO**: -0.103 eV


--- Q ---
Below is a single C2H3N3S2 molecule, with properties calculated with ωB97M-V/def2-TZVPD.

```
10
Properties=species:S:1:pos:R:3:lowdin_charge:R:1
S 0.010 -0.909 -2.010 0.68
C -0.058 -0.418 -0.254 -0.71
C 0.714 -1.012 0.736 -0.22
N 0.374 -0.566 1.910 0.01
N -0.525 0.324 1.684 -0.04
N -0.902 0.351 0.436 -0.62
S -1.857 1.518 -0.254 0.81
H 1.117 -0.039 -2.463 -0.06
H 1.768 -1.583 0.828 0.16
H -0.641 2.333 -0.612 -0.01
```

Summary:
**HOMO level**: -9.660 eV
**Gap between HOMO and LUMO**: 9.6567 eV
**E_LUMO**: -0.003 eV


Most stable: P